Record 1
The following is a quantum chemistry calculation of a single C23H26N4O6S molecule, from the OMol25 dataset.

Structure (ORCA input):
```
! RIJCOSX wB97M-V def2-TZVPD def2/J DEFGRID3
* xyz 0 1
C 1.354 2.553 3.812
H 1.045 1.503 3.798
H 0.666 3.131 4.436
H 2.361 2.638 4.218
O 1.426 3.072 2.501
C 0.334 2.966 1.711
C 0.509 3.337 0.372
C -0.533 3.229 -0.523
C -1.758 2.760 -0.084
C -1.952 2.407 1.235
C -0.913 2.514 2.141
H -1.077 2.226 3.166
H -2.925 2.056 1.539
S -3.075 2.512 -1.255
O -3.082 3.572 -2.220
O -4.281 2.216 -0.535
N -2.501 1.112 -2.002
C -3.169 -0.127 -1.721
O -3.931 -0.448 -2.858
C -3.310 0.143 -3.990
H -4.088 0.648 -4.567
H -2.846 -0.633 -4.610
C -2.260 1.127 -3.430
H -2.390 2.145 -3.795
H -1.238 0.789 -3.619
H -3.842 0.002 -0.868
C -2.120 -1.233 -1.433
N -1.164 -0.828 -0.442
C -0.010 -0.227 -0.751
O 0.404 0.000 -1.875
C 0.837 0.069 0.488
O 0.395 -0.068 1.618
N 2.061 0.485 0.153
H 2.242 0.486 -0.845
C 3.177 0.510 1.062
H 3.848 1.326 0.784
H 2.776 0.693 2.059
C 3.920 -0.842 1.049
C 2.952 -1.935 1.363
C 2.572 -2.361 2.602
N 1.555 -3.268 2.499
C 1.237 -3.430 1.183
C 0.258 -4.210 0.580
C 0.165 -4.170 -0.794
C 1.036 -3.386 -1.557
C 2.006 -2.610 -0.966
C 2.110 -2.611 0.426
H 2.672 -2.013 -1.570
H 0.939 -3.389 -2.632
H -0.587 -4.760 -1.296
H -0.407 -4.824 1.170
H 1.084 -3.706 3.272
H 2.961 -2.081 3.563
H 4.362 -1.005 0.065
H 4.719 -0.810 1.791
H -1.387 -0.879 0.543
H -2.633 -2.142 -1.114
H -1.564 -1.430 -2.352
H -0.417 3.503 -1.559
H 1.478 3.695 0.064
*
```

* SMILES: COc1ccc(S(=O)(=O)N2CCO[C@H]2CNC(=O)C(=O)NCCc2c[nH]c3ccccc23)cc1
* relative energy (zero: lowest compared OMol25 entry of this formula, charge and spin): 0.820 eV
* HOMO energy: -7.963 eV
* E_tot: -53354.44099 eV

Atomic partial charges in e from the Löwdin method, atoms 1 to 2: number 1, C, carries -0.082; number 2, H, carries 0.088

---

Record 2
The following is a quantum chemistry calculation of a single C23H26N4O7S molecule at a distorted geometry, from the OMol25 dataset.

Structure (ORCA input):
```
! RIJCOSX wB97M-V def2-TZVPD def2/J DEFGRID3
* xyz 0 1
C 5.832 0.687 -2.121
C 5.023 0.237 -3.335
O 3.915 -0.571 -2.984
C 2.811 -0.002 -2.430
C 1.829 -0.895 -1.992
C 0.676 -0.440 -1.394
C 0.472 0.926 -1.199
C 1.431 1.818 -1.665
C 2.585 1.361 -2.278
H 3.302 2.089 -2.624
H 1.296 2.879 -1.527
N -0.650 1.327 -0.453
S -0.691 0.621 1.055
O -1.353 1.486 1.981
O -1.208 -0.711 0.949
C 1.065 0.521 1.470
C 1.792 -0.601 1.691
N 3.143 -0.488 1.873
C 3.860 0.693 1.814
O 5.057 0.727 1.924
N 3.074 1.800 1.623
C 1.696 1.824 1.431
O 1.127 2.872 1.236
H 3.552 2.695 1.592
H 3.692 -1.325 2.027
C 1.261 -1.987 1.764
H 0.188 -1.986 1.603
H 1.742 -2.604 1.007
H 1.480 -2.415 2.742
C -1.274 2.625 -0.640
H -1.088 3.265 0.226
H -0.874 3.082 -1.544
C -2.774 2.370 -0.853
O -3.256 2.275 -1.963
N -3.470 2.268 0.293
H -2.936 2.208 1.153
C -4.774 1.622 0.331
C -4.566 0.178 0.703
C -4.606 -0.231 2.030
C -4.267 -1.521 2.377
C -3.863 -2.430 1.401
C -3.838 -2.032 0.070
C -4.182 -0.736 -0.266
H -4.133 -0.424 -1.299
H -3.535 -2.711 -0.710
O -3.516 -3.671 1.851
C -3.005 -4.595 0.923
H -2.116 -4.203 0.419
H -3.755 -4.873 0.175
H -2.735 -5.478 1.502
H -4.285 -1.846 3.405
H -4.896 0.470 2.799
H -5.400 2.138 1.064
H -5.211 1.720 -0.665
H -0.079 -1.128 -1.051
H 1.996 -1.950 -2.144
H 4.700 1.098 -3.932
H 5.635 -0.410 -3.969
H 5.233 1.305 -1.456
H 6.175 -0.179 -1.561
H 6.696 1.258 -2.449
*
```

* SMILES: CCOc1ccc(N(CC(=O)NCc2ccc(OC)cc2)S(=O)(=O)c2c(C)[nH]c(=O)[nH]c2=O)cc1
* relative energy (zero: lowest compared OMol25 entry of this formula, charge and spin): 1.423 eV
* HOMO energy: -8.128 eV
* E_tot: -55401.95355 eV

Atomic partial charges in e from the Löwdin method, atoms 1 to 2: number 1, C, carries -0.060; number 2, C, carries -0.243

---

Record 3
The following is a quantum chemistry calculation of a molecular structure, C23H27BaN4O7, from the OMol25 dataset.

Structure (ORCA input):
```
! RIJCOSX wB97M-V def2-TZVPD def2/J DEFGRID3
* xyz 1 1
Ba -0.439 1.311 -0.884
C 0.143 -2.291 -5.368
N 0.624 -1.289 -4.423
C 2.067 -1.048 -4.466
C -0.152 -0.415 -3.777
O 0.306 0.566 -3.186
C -1.677 -0.641 -3.767
O -2.266 -0.071 -2.612
C -3.269 -0.833 -1.960
C -3.210 -0.671 -0.427
O -2.548 0.237 0.079
N -3.895 -1.542 0.315
C -4.839 -2.522 -0.202
C -3.836 -1.438 1.771
H 0.769 -3.177 -5.284
H 0.208 -1.914 -6.390
H -0.884 -2.579 -5.168
H 2.574 -2.011 -4.453
H 2.365 -0.459 -3.607
H 2.336 -0.513 -5.379
H -1.916 -1.705 -3.797
H -2.087 -0.177 -4.670
H -3.139 -1.887 -2.215
H -4.259 -0.515 -2.304
H -4.875 -2.513 -1.286
H -5.840 -2.296 0.169
H -4.555 -3.519 0.135
H -2.925 -0.929 2.064
H -3.843 -2.446 2.184
H -4.698 -0.887 2.150
O -0.015 3.551 0.207
C 1.022 3.140 0.815
O 1.473 1.959 0.657
C 1.731 4.057 1.746
C 1.240 5.339 1.953
C 1.879 6.230 2.817
C 3.012 5.767 3.439
O 3.806 6.439 4.320
C 4.874 5.545 4.658
O 4.639 4.307 3.986
C 3.508 4.489 3.236
C 2.893 3.603 2.395
H 0.345 5.634 1.424
H 1.524 7.234 3.001
H 4.865 5.378 5.735
H 5.815 5.972 4.309
H 3.265 2.605 2.222
N 0.242 -3.956 -0.337
C -0.116 -2.887 -1.093
N -0.124 -1.758 -0.440
C 0.280 -2.102 0.854
C 0.472 -1.286 1.973
C 0.865 -1.900 3.142
C 1.071 -3.292 3.213
C 0.899 -4.106 2.114
C 0.501 -3.473 0.938
H 0.309 -4.902 -0.668
H -0.361 -3.007 -2.139
H 0.362 -0.209 1.936
H 1.032 -1.297 4.024
H 1.383 -3.727 4.153
H 1.071 -5.172 2.170
*
```

* relative energy (zero: lowest compared OMol25 entry of this formula, charge and spin): 0.662 eV
* HOMO energy: -9.480 eV
* E_tot: -45274.53830 eV

Atomic partial charges in e from the Löwdin method, atoms 1 to 2: number 1, Ba, carries 2.209; number 2, C, carries -0.019